(1)
Molecular formula: C3H5NO3
Method: DFT, ωB97M-V with the def2-TZVPD basis set

Calculated values
SMILES: O=CCNC(=O)O
total energy: -10823.8213 eV
spin multiplicity: 1
relative energy (zero: lowest compared OMol25 entry of this formula, charge and spin): 180.09 kJ/mol

Element x y z (Å)
O (-2.62, 0.16, -0.55)
C (-1.72, 0.98, -0.77)
C (-0.22, 0.91, -0.35)
N (0.01, -0.44, 0.23)
C (1.07, -1.21, 0.43)
O (1.12, -2.38, 0.24)
O (2.17, -0.53, 1.04)
H (-2.09, 2.01, -1.02)
H (0.38, 1.06, -1.28)
H (0.11, 1.62, 0.40)
H (-0.98, -0.90, 0.40)
H (2.77, -1.28, 1.22)

Per-atom natural (NBO) charges, elementary charge units:
1 O -0.510
2 C 0.422
3 C -0.315
4 N -0.689
5 C 0.885
6 O -0.598
7 O -0.721
8 H 0.134
9 H 0.226
10 H 0.238
11 H 0.435
12 H 0.493

(2)
Molecular formula: C3H5NO3
Method: DFT, ωB97M-V with the def2-TZVPD basis set

Calculated values
SMILES: O=C(NO)[C@H]1CO1
total energy: -10821.1432 eV
spin multiplicity: 1
relative energy (zero: lowest compared OMol25 entry of this formula, charge and spin): 438.49 kJ/mol

Element x y z (Å)
O (1.24, 1.52, -0.29)
C (0.27, 0.85, -0.01)
N (-1.01, 1.37, 0.03)
O (-2.09, 0.88, 0.76)
C (0.10, -0.61, -0.02)
C (1.26, -1.46, -0.56)
O (1.14, -1.38, 0.80)
H (-1.21, 2.24, -0.46)
H (-1.90, 1.01, 1.71)
H (-0.86, -1.11, 0.09)
H (2.06, -0.90, -1.01)
H (0.99, -2.42, -1.03)

Per-atom natural (NBO) charges, elementary charge units:
1 O -0.557
2 C 0.610
3 N -0.352
4 O -0.538
5 C -0.098
6 C -0.052
7 O -0.473
8 H 0.382
9 H 0.474
10 H 0.231
11 H 0.195
12 H 0.177

(3)
Molecular formula: C3H5NO3
Method: DFT, ωB97M-V with the def2-TZVPD basis set

Calculated values
total energy: -10822.1387 eV
spin multiplicity: 1
relative energy (zero: lowest compared OMol25 entry of this formula, charge and spin): 342.43 kJ/mol

Element x y z (Å)
C (-0.87, -0.54, 0.46)
C (0.48, -0.77, -0.40)
N (-1.33, 0.71, 0.29)
C (1.34, -0.28, 0.69)
O (0.48, -0.05, -1.61)
O (1.67, 1.00, 0.50)
O (-1.43, -1.43, 1.05)
H (-0.11, -0.48, -2.23)
H (2.18, 1.31, 1.26)
H (-0.78, 1.38, -0.21)
H (-2.20, 0.99, 0.72)
H (0.57, -1.85, -0.52)

Per-atom natural (NBO) charges, elementary charge units:
1 C 0.662
2 C -0.144
3 N -0.825
4 C 0.228
5 O -0.711
6 O -0.662
7 O -0.578
8 H 0.481
9 H 0.503
10 H 0.416
11 H 0.409
12 H 0.222

(4)
Molecular formula: C3H5NO3
Method: DFT, ωB97M-V with the def2-TZVPD basis set

Calculated values
SMILES: NC(=O)COC=O
total energy: -10825.0351 eV
spin multiplicity: 1
relative energy (zero: lowest compared OMol25 entry of this formula, charge and spin): 62.98 kJ/mol

Element x y z (Å)
N (-0.96, -1.24, 0.18)
C (-0.74, -0.25, 1.08)
O (-1.26, -0.20, 2.18)
C (0.22, 0.87, 0.65)
O (1.36, 0.42, -0.10)
C (1.22, 0.20, -1.40)
O (0.20, 0.30, -2.04)
H (-0.83, -1.04, -0.81)
H (-1.69, -1.89, 0.43)
H (-0.34, 1.63, 0.09)
H (0.63, 1.30, 1.56)
H (2.19, -0.10, -1.82)

Per-atom natural (NBO) charges, elementary charge units:
1 N -0.829
2 C 0.646
3 O -0.595
4 C -0.186
5 O -0.485
6 C 0.656
7 O -0.609
8 H 0.413
9 H 0.403
10 H 0.221
11 H 0.231
12 H 0.135

(5)
Molecular formula: C3H5NO3
Method: DFT, ωB97M-V with the def2-TZVPD basis set

Calculated values
SMILES: C[C@]1([N+](=O)[O-])CO1
total energy: -10819.5788 eV
spin multiplicity: 1
relative energy (zero: lowest compared OMol25 entry of this formula, charge and spin): 589.43 kJ/mol

Element x y z (Å)
C (0.88, 1.10, -0.24)
C (-0.07, -0.06, 0.03)
N (-1.27, 0.26, 0.89)
O (-2.06, -0.61, 1.14)
O (-1.40, 1.38, 1.36)
C (0.26, -1.44, -0.45)
O (-0.58, -0.85, -1.27)
H (0.42, 1.92, 0.31)
H (0.94, 1.24, -1.32)
H (1.81, 0.79, 0.18)
H (1.25, -1.55, -0.86)
H (-0.17, -2.20, 0.24)

Per-atom natural (NBO) charges, elementary charge units:
1 C -0.666
2 C 0.271
3 N 0.519
4 O -0.345
5 O -0.370
6 C -0.061
7 O -0.455
8 H 0.261
9 H 0.248
10 H 0.224
11 H 0.183
12 H 0.192

(6)
Molecular formula: C3H5NO3
Method: DFT, ωB97M-V with the def2-TZVPD basis set

Calculated values
SMILES: CN(O)C(=O)C=O
total energy: -10821.4160 eV
spin multiplicity: 1
relative energy (zero: lowest compared OMol25 entry of this formula, charge and spin): 412.16 kJ/mol

Element x y z (Å)
C (0.98, 0.09, 1.43)
N (0.20, 0.35, 0.29)
O (0.63, 1.54, -0.26)
C (-0.38, -0.73, -0.23)
O (-0.67, -1.75, 0.35)
C (-1.14, -0.41, -1.65)
O (-1.40, 0.68, -2.05)
H (0.73, -0.96, 1.87)
H (2.07, -0.01, 1.30)
H (0.62, 0.93, 2.09)
H (-0.05, 1.62, -1.11)
H (-1.58, -1.34, -2.03)

Per-atom natural (NBO) charges, elementary charge units:
1 C -0.457
2 N -0.145
3 O -0.533
4 C 0.535
5 O -0.590
6 C 0.386
7 O -0.516
8 H 0.255
9 H 0.210
10 H 0.215
11 H 0.506
12 H 0.136

(7)
Molecular formula: C3H5NO3
Method: DFT, ωB97M-V with the def2-TZVPD basis set

Calculated values
SMILES: CC(=O)NC(=O)O
total energy: -10824.4418 eV
spin multiplicity: 1
relative energy (zero: lowest compared OMol25 entry of this formula, charge and spin): 120.22 kJ/mol

Element x y z (Å)
C (0.47, -0.60, -1.20)
C (0.54, 0.84, -0.73)
O (0.95, 1.78, -1.37)
N (-0.15, 0.99, 0.51)
C (-0.87, -0.30, 0.95)
O (-1.79, -0.89, 0.56)
O (-0.13, -0.74, 2.03)
H (0.96, -0.75, -2.18)
H (0.91, -1.32, -0.48)
H (-0.58, -0.95, -1.25)
H (-0.56, 1.93, 0.65)
H (0.25, 0.02, 2.50)

Per-atom natural (NBO) charges, elementary charge units:
1 C -0.762
2 C 0.695
3 O -0.567
4 N -0.765
5 C 0.923
6 O -0.511
7 O -0.692
8 H 0.251
9 H 0.240
10 H 0.260
11 H 0.426
12 H 0.502

(8)
Molecular formula: C3H5NO3
Method: DFT, ωB97M-V with the def2-TZVPD basis set

Calculated values
SMILES: C[C@@H]1C=[N+]([O-])OO1
total energy: -10818.2699 eV
spin multiplicity: 1
relative energy (zero: lowest compared OMol25 entry of this formula, charge and spin): 715.72 kJ/mol

Element x y z (Å)
C (0.22, -1.63, 0.09)
C (0.60, -0.15, 0.00)
C (-0.41, 0.77, 0.61)
N (-0.72, 1.73, -0.19)
O (-1.44, 2.69, -0.09)
O (-0.05, 1.61, -1.43)
O (0.65, 0.25, -1.36)
H (-0.74, -1.80, -0.40)
H (0.15, -1.91, 1.14)
H (0.98, -2.24, -0.39)
H (1.60, 0.00, 0.45)
H (-0.84, 0.68, 1.58)

Per-atom natural (NBO) charges, elementary charge units:
1 C -0.620
2 C 0.047
3 C -0.116
4 N 0.382
5 O -0.422
6 O -0.111
7 O -0.239
8 H 0.224
9 H 0.219
10 H 0.225
11 H 0.180
12 H 0.232

What is the relative energy (zero: lowest compared OMol25 entry of this formula, charge and spin) in the fifth record?
589.43 kJ/mol

The lowest relative energy (zero: lowest compared OMol25 entry of this formula, charge and spin) belongs to which entry?
number 4

What is the formula in the third record?
C3H5NO3